(1)
17
Properties=species:S:1:pos:R:3:lowdin_charge:R:1 method="wB97M-V/def2-TZVPD" de_lowest_kj_mol=654.70 e_tot_ev=-11251.8697 total_charge=+1
N -1.322 -0.823 -0.495 -0.035
N 2.035 -1.857 -0.025 0.248
H -1.477 -2.472 0.005 0.091
H -0.559 0.421 1.053 0.216
C 1.454 -0.864 -0.329 -0.046
N -1.562 -1.627 0.517 -0.016
H -0.080 0.927 -1.923 0.180
H 2.307 0.897 -0.714 0.165
H 2.051 0.714 1.744 0.102
O 1.431 1.039 1.121 -0.007
H -2.436 -1.602 1.071 0.130
C 0.136 1.191 -0.805 -0.111
H 1.725 -2.777 0.000 0.076
N -0.933 0.560 -0.011 -0.034
H 0.154 2.338 -0.669 0.174
C 1.384 0.574 -0.255 -0.352
H -1.771 1.267 -0.034 0.219

(2)
41
Properties=species:S:1:pos:R:3:lowdin_charge:R:1 method="wB97M-V/def2-TZVPD" de_lowest_kj_mol=98.68 e_tot_ev=-18923.5400
C 1.253 -1.236 0.843 -0.048
H 0.110 -2.151 -2.034 0.090
H -1.001 2.662 -1.748 0.084
H -3.424 -0.134 1.425 0.108
H -0.799 -2.530 1.584 0.118
H 4.342 2.140 1.384 0.101
H -2.043 -0.686 2.376 0.120
C 2.515 -0.571 0.492 -0.234
C -3.123 2.094 -0.348 -0.103
H 1.215 -0.793 -1.757 0.069
H -0.490 0.617 1.031 0.089
C -1.549 0.877 1.012 -0.194
H -3.169 2.958 0.335 0.088
C -2.936 -1.445 -0.745 -0.100
H -3.911 1.395 -0.078 0.071
C -2.361 -0.385 1.371 -0.175
H -0.529 -0.548 -1.684 0.063
H 0.167 1.796 -0.739 0.075
H 1.131 -1.433 1.903 0.120
H -2.621 -0.603 -1.370 0.061
C 4.906 0.727 -0.122 -0.097
H 3.111 -2.002 -0.984 0.117
C 0.261 -1.553 0.011 -0.264
H -2.794 -2.373 -1.298 0.084
H 5.831 1.231 -0.363 0.099
H -1.728 1.628 1.805 0.122
N -2.243 -1.540 0.518 -0.209
H 5.211 -0.848 -1.539 0.102
H -1.127 -3.169 -0.032 0.124
H 2.239 0.988 1.934 0.111
C -0.980 -2.246 0.541 -0.162
C 4.070 1.236 0.857 -0.088
H -3.307 2.444 -1.363 0.085
C 2.889 0.589 1.167 -0.045
C 0.275 -1.244 -1.453 -0.031
C -0.786 2.324 -0.735 -0.102
C 4.556 -0.438 -0.784 -0.084
H -4.004 -1.333 -0.540 0.084
H -0.692 3.209 -0.086 0.088
N -1.838 1.425 -0.304 -0.286
C 3.370 -1.082 -0.481 -0.052

(3)
21
Properties=species:S:1:pos:R:3:lowdin_charge:R:1 method="wB97M-V/def2-TZVPD" e_tot_ev=-19684.6668 smiles="CCO[PH4].NC(N)=O"
N -0.701 1.093 -3.342 0.150
H -0.182 -2.029 -2.807 0.101
H 0.819 1.855 1.375 0.074
H 2.292 -2.071 2.166 -0.103
C -0.045 1.308 1.002 -0.104
H 0.594 -1.350 1.324 -0.004
O 0.957 0.081 -2.175 0.014
C -0.786 0.498 2.091 -0.385
H 0.871 -2.061 3.609 -0.011
P 1.235 -1.153 2.573 0.692
H -0.304 1.988 -3.132 0.102
H -1.476 1.191 2.583 0.102
H -1.463 -1.301 -3.704 0.090
H 0.319 0.617 0.224 0.033
H -1.535 1.049 -3.895 0.090
H -1.430 -0.284 1.664 0.098
H -0.765 1.962 0.505 0.069
O 0.049 -0.013 3.111 -0.469
N -0.632 -1.205 -3.156 0.149
H 2.242 -0.171 2.831 -0.003
C -0.059 -0.005 -2.847 -0.685